## one
Computed, not measured: an isolated ion of composition C4H9NO2 and charge +1, with the ωB97M-V functional and the def2-TZVPD basis.

Values from the calculation:
Multiplicity   2
HOMO (spin up / spin down)   -0.5423 / -0.5258 hartree
M   103.121 g/mol
Frontier orbital gap (spin up / spin down)   10.7 / 5.0 eV
Charge   +1

Bonds (Å) are listed after each position.
CARTESIAN COORDINATES (ANGSTROEM)
1 C 0.407 0.413 -1.549  O2 1.381, C3 1.495, H8 1.132, H9 1.129
2 O 0.498 -0.421 -2.646  C1 1.381, H10 0.972
3 C -0.253 -0.123 -0.319  C1 1.495, C4 1.567, N7 1.491, H11 1.102
4 C 0.202 0.756 0.895  C3 1.567, C5 1.643, H12 1.061, H13 1.191
5 C -0.739 0.724 2.241  C4 1.643, O6 1.229, H14 1.108
6 O -0.556 0.020 3.232  C5 1.229
7 N 0.073 -1.567 -0.134  C3 1.491, H15 0.997, H16 1.088
8 H -0.207 1.361 -1.624  C1 1.132
9 H 1.477 0.750 -1.426  C1 1.129
10 H -0.099 -1.139 -2.376  O2 0.972
11 H -1.309 0.086 -0.553  C3 1.102
12 H 0.377 1.766 0.619  C4 1.061
13 H 1.238 0.469 1.410  C4 1.191
14 H -1.814 0.870 2.015  C5 1.108
15 H -0.448 -2.330 0.239  N7 0.997
16 H 1.153 -1.636 -0.024  N7 1.088

Mulliken atomic charge list, values in e, 6 entries: -0.643 -0.436 0.137 -0.736 -0.006 -0.352

***

## two
Computed, not measured: an isolated ion of composition C4H9NO2 and charge +1, with the ωB97M-V functional and the def2-TZVPD basis.

Values from the calculation:
Multiplicity   2
HOMO (spin up / spin down)   -0.5974 / -0.5970 hartree
M   103.121 g/mol
Frontier orbital gap (spin up / spin down)   12.1 / 7.0 eV
Charge   +1

Bonds (Å) are listed after each position.
CARTESIAN COORDINATES (ANGSTROEM)
1 C -0.526 0.794 0.165  N2 1.439, C6 1.575, H8 1.067, H9 1.079
2 N 0.409 0.873 1.256  C1 1.439, C3 1.399, H10 0.970
3 C 1.778 1.067 1.041  N2 1.399, O4 1.361, O5 1.276
4 O 2.091 0.755 -0.246  C3 1.361, H11 0.950
5 O 2.518 1.193 2.073  C3 1.276
6 C -0.399 -0.511 -0.707  C1 1.575, C7 1.521, H12 1.160, H13 1.094
7 C -1.685 -1.322 -0.750  C6 1.521, H14 1.113, H15 1.120, H16 1.075
8 H -0.335 1.514 -0.597  C1 1.067
9 H -1.578 0.878 0.391  C1 1.079
10 H 0.185 0.314 2.016  N2 0.970
11 H 3.032 0.651 -0.166  O4 0.950
12 H -0.072 -0.250 -1.789  C6 1.160
13 H 0.433 -1.137 -0.373  C6 1.094
14 H -1.918 -1.639 0.292  C7 1.113
15 H -1.376 -2.219 -1.344  C7 1.120
16 H -2.557 -0.961 -1.263  C7 1.075

Mulliken atomic charge list, values in e, 6 entries: -0.607 0.099 0.555 -0.349 -0.413 -0.238

***

Each structure's energy above the most stable one, in kcal/mol: one 45.8; two 0.0.